(1)
Computed, not measured: a structure of composition C35H73N3O26P6Zn at a distorted geometry, with wB97M-V/def2-TZVPD.

Geometry as ORCA input:
```
! wB97M-V def2-TZVPD RIJCOSX def2/J DEFGRID3
* xyz 0 1
Zn 1.886 -2.708 0.470
P -5.226 -2.147 -3.186
P 1.392 1.875 7.138
P -1.107 -4.247 1.657
P 3.742 -4.147 3.204
P 2.626 1.994 -4.874
P -3.990 3.469 -4.214
O 3.242 2.541 -3.468
O -0.044 2.050 7.471
O -5.585 3.326 -4.063
O 1.943 0.457 7.738
O 2.329 3.013 7.693
O -5.044 -3.640 -3.092
O 0.710 -1.899 -1.119
O -2.057 -4.132 0.329
O 1.727 -1.044 1.636
O 2.248 0.445 -4.497
O 0.189 -3.524 1.527
O -6.767 -1.665 -3.050
O 3.992 1.840 -5.774
O 3.125 -3.472 4.576
O -2.017 -3.646 2.854
O 3.800 -5.731 3.427
O -4.365 -1.221 -2.128
O -4.843 -1.517 -4.645
O -3.568 3.312 -5.640
O 1.562 2.856 -5.517
O -3.311 2.451 -3.169
O -0.962 -5.859 1.956
O 5.316 -3.758 3.125
O 1.655 1.757 5.531
O -3.670 4.909 -3.554
O 2.945 -3.754 2.010
N -2.077 3.922 0.358
N -1.340 -2.689 -6.778
N 5.329 4.741 1.304
C 0.601 -0.524 -0.687
C 3.206 3.237 2.246
C 6.171 -4.388 2.219
C 3.791 1.324 -7.088
C -1.294 5.257 2.622
C 1.820 -2.880 4.683
C 3.288 -0.028 7.575
C -2.955 4.739 0.978
C 4.108 4.981 0.862
C -0.417 -0.648 -5.866
C 4.481 2.945 2.662
C 5.527 3.631 2.087
C 3.030 4.218 1.255
C -0.387 4.447 1.978
C 0.829 -0.167 0.875
C -1.249 -3.301 -5.574
C -0.846 3.789 0.891
C -4.916 -0.107 -4.927
C -2.020 1.987 -3.354
C -0.971 -1.418 -6.883
C -0.706 -2.608 -4.470
C -2.972 -1.428 -1.916
C -7.618 -2.258 -2.066
C -2.346 -2.254 2.786
C -2.606 5.383 2.192
C -4.105 5.292 -2.209
C 4.522 -6.349 4.472
C 2.226 3.510 8.981
C 0.865 0.902 4.789
C -0.340 -1.273 -4.608
C -1.785 -4.887 -0.804
C -0.223 -6.316 3.071
C 3.240 -0.432 -3.998
C -6.543 3.765 -4.974
C 2.557 2.465 -2.257
H -1.203 -4.269 -1.488
H -3.370 -2.121 3.133
H 0.590 4.353 2.427
H -2.496 -1.859 -2.797
H -6.502 3.247 -5.931
H 1.142 -3.549 5.212
H -7.489 3.539 -4.482
H -1.440 2.267 -2.475
H -1.440 2.279 -4.229
H 4.051 5.753 0.109
H 1.295 -2.648 3.756
H 2.020 4.301 0.881
H -5.019 0.466 -4.006
H -7.821 -1.704 -1.149
H 4.681 2.150 3.364
H 5.471 -5.852 4.673
H -1.103 -0.979 -7.861
H 1.130 0.878 0.942
H 6.709 -5.197 2.713
H -1.577 -4.326 -5.485
H 4.030 0.522 6.995
H 4.730 0.832 -7.339
H -0.276 -5.564 3.858
H 3.895 -6.310 5.363
H 6.520 3.308 2.361
H 4.071 -0.088 -3.382
H -3.328 5.738 -1.588
H 1.393 3.132 9.574
H -8.570 -2.457 -2.557
H -7.133 -3.196 -1.799
H 2.558 3.404 -1.705
H 4.760 -7.346 4.103
H -4.890 6.024 -2.396
H -0.171 3.130 0.364
H 3.660 -1.047 -4.794
H 3.154 3.242 9.486
H 3.061 1.712 -1.652
H -2.072 0.901 -3.433
H -0.718 -3.123 -3.521
H 0.336 0.137 5.358
H 0.805 -6.534 2.782
H -0.060 0.362 -6.000
H 1.532 2.103 -2.350
H 2.738 -1.155 -3.355
H -0.001 -0.796 -3.701
H -6.500 4.809 -5.286
H -2.769 -5.216 -1.137
H 1.278 0.012 -1.352
H 6.861 -3.605 1.906
H 5.693 -4.629 1.269
H 3.582 2.197 -7.707
H -4.522 4.430 -1.689
H -0.088 -0.184 1.464
H 2.365 4.590 8.928
H 3.277 -1.045 7.182
H -0.350 -0.114 -1.028
H -2.401 -0.531 -1.677
H -3.354 5.850 2.816
H 3.076 0.505 -7.167
H 3.724 -0.086 8.572
H -3.904 4.855 0.476
H -1.748 -1.715 3.521
H -2.177 -1.834 1.794
H -0.682 -7.253 3.385
H -0.942 5.780 3.499
H 2.013 -1.961 5.236
H 0.110 1.426 4.203
H -1.258 -5.784 -0.480
H 1.523 0.400 4.079
H 2.406 2.586 2.567
H -4.022 0.168 -5.488
H -2.786 -2.137 -1.109
H -5.803 0.065 -5.536
*
```

- Frontier orbital gap: 7.59 eV
- LUMO energy: -0.4 eV



(2)
Computed, not measured: the ion C4H11NOS with charge +1 at a distorted geometry, with wB97M-V/def2-TZVPD.

Geometry as ORCA input:
```
! wB97M-V def2-TZVPD RIJCOSX def2/J DEFGRID3
* xyz 1 2
S -1.639 2.864 0.957
O 2.666 -2.004 -1.292
N 0.463 -0.907 -1.123
C -0.178 0.311 -0.593
C -0.943 -0.128 0.699
C -1.445 1.095 1.480
C 1.909 -0.903 -1.000
H 2.342 -2.831 -0.898
H -0.255 -0.739 1.293
H -0.581 0.927 -1.402
H -0.899 1.114 2.416
H -2.483 0.853 1.750
H -2.305 2.472 -0.126
H -1.764 -0.764 0.362
H 0.536 1.044 -0.150
H 2.351 -0.078 -1.587
H 2.138 -0.519 0.028
H 0.087 -1.806 -0.814
*
```

- ⟨S²⟩: 0.75
- Relative energy (zero: lowest compared OMol25 entry of this formula, charge and spin): 191.1 kJ/mol
- Frontier orbital gap (spin up / spin down): 9.38 / 4.46 eV
- LUMO energy (spin up / spin down): -3.4 / -8.2 eV



(3)
Computed, not measured: the molecule C4H3NO5S at a distorted geometry, with wB97M-V/def2-TZVPD.

Geometry as ORCA input:
```
! wB97M-V def2-TZVPD RIJCOSX def2/J DEFGRID3
* xyz 0 3
S -4.116 0.100 -0.069
O -5.423 0.203 0.411
O -3.450 -1.180 0.823
O -3.883 -0.055 -1.476
O -3.198 1.131 0.670
O -1.683 -1.704 -0.158
N -2.119 -0.928 0.832
C -0.826 1.011 0.015
C -0.576 -1.244 -0.869
C -0.099 -0.050 -0.611
C -1.994 0.536 0.547
H -0.379 1.960 0.073
H -0.340 -2.061 -1.615
H 0.696 0.250 -1.237
*
```

- ⟨S²⟩: 2.01
- Frontier orbital gap (spin up / spin down): 7.39 / 8.63 eV
- LUMO energy (spin up / spin down): 0.7 / -2.1 eV



(4)
Computed, not measured: a structure of composition C26H23MgN3P, with wB97M-V/def2-TZVPD.

Geometry as ORCA input:
```
! wB97M-V def2-TZVPD RIJCOSX def2/J DEFGRID3
* xyz 1 1
P -0.886 2.116 1.121
Mg 1.064 0.525 0.437
N 2.159 -0.095 2.097
N 0.788 0.586 -1.648
N 0.946 -1.405 0.114
C -2.382 0.750 -0.734
C 0.359 -0.651 -2.057
C 2.884 -2.146 3.155
C 2.980 -3.557 3.132
C -0.219 0.277 -4.210
C 3.390 -0.005 4.145
C -0.604 -3.135 -2.834
C 1.736 -3.571 1.050
C -3.731 1.725 -2.463
C -0.639 -2.117 -3.739
C -0.677 3.882 1.499
C -2.050 2.023 -0.265
C 2.727 0.593 3.069
C 0.212 1.501 -3.779
C -3.400 2.992 -2.009
C -3.221 0.601 -1.824
C -0.089 -2.958 -1.532
C -1.830 1.489 2.548
C -2.560 3.144 -0.913
C 2.429 -4.232 2.085
C 1.573 -2.198 1.040
C 0.426 -1.748 -1.112
C -0.165 -0.841 -3.351
C 0.705 1.609 -2.475
C 3.467 -1.369 4.178
C 2.206 -1.468 2.121
H 3.984 -1.873 4.986
H 3.833 0.611 4.913
H -1.977 -0.136 -0.251
H 1.345 -4.172 0.248
H -1.215 1.527 3.448
H -0.176 4.401 0.683
H -4.385 1.611 -3.317
H -2.731 2.085 2.695
H 1.042 2.569 -2.100
H 3.498 -4.069 3.930
H -0.145 -3.790 -0.851
H 2.666 1.674 3.000
H -0.615 0.151 -5.210
H -1.033 -2.259 -4.736
H -2.116 0.452 2.370
H -2.312 4.140 -0.571
H -3.472 -0.391 -2.179
H -1.638 4.357 1.694
H -0.986 -4.111 -3.107
H -0.058 3.974 2.393
H -3.797 3.867 -2.504
H 2.514 -5.310 2.036
H 0.176 2.374 -4.415
*
```

- Relative energy (zero: lowest compared OMol25 entry of this formula, charge and spin): 0.0 kJ/mol
- Frontier orbital gap: 6.86 eV
- LUMO energy: -2.8 eV